Version i
ORCA calculation (wB97M-V/def2-TZVPD) on a structure of composition CH4N4O.

Positions of all 10 atoms, in Å:
C -2.195 -0.005 -0.005
N 2.037 -0.368 0.679
N 2.194 0.495 -0.323
N 0.724 -0.444 0.304
N 0.850 0.417 -0.703
O -2.251 -0.109 1.193
H -2.415 0.960 -0.488
H -1.923 -0.796 -0.686
H -0.049 -0.802 0.752
H 3.026 0.652 -0.722

Calculated values
Multiplicity   1
Charge   0
E_LUMO   0.52 eV
HOMO   -9.13 eV
Kohn-Sham gap   9.65 eV


Version ii
ORCA calculation (wB97M-V/def2-TZVPD) on a cluster of 2 separate species, CH4N4O in total.

Positions of all 10 atoms, in Å:
C 1.949 0.042 0.060
N -3.171 -0.083 -0.130
N -2.029 0.225 -0.018
N 0.968 -0.737 0.182
N -1.041 0.734 0.121
O 1.758 1.315 -0.214
H 3.012 -0.214 0.149
H -3.435 -1.035 -0.330
H 1.199 -1.698 0.409
H 0.790 1.451 -0.228

Calculated values
Multiplicity   1
Charge   0
E_LUMO   1.07 eV
HOMO   -9.83 eV
Kohn-Sham gap   10.90 eV


Least stable of them? version i.


Version i
ORCA calculation (wB97M-V/def2-TZVPD) on an isolated molecule of C4H6N2O2.

Positions of all 14 atoms, in Å:
O 0.418 3.050 0.009
C -0.487 2.299 0.243
C -0.371 0.867 0.125
N -1.405 0.264 0.672
O -1.359 -1.125 0.582
N 0.850 0.373 -0.401
C 0.715 -0.973 -1.140
C 1.220 -0.907 0.256
H -1.551 2.483 0.528
H -2.252 -1.341 1.050
H -0.258 -1.443 -1.323
H 1.483 -1.247 -1.982
H 2.292 -0.895 0.263
H 0.705 -1.405 1.118

Calculated values
Multiplicity   1
Charge   0
E_LUMO   0.08 eV
HOMO   -9.91 eV
Kohn-Sham gap   9.99 eV
SMILES string   O=C/C(=N/O)N1CC1


Version ii
ORCA calculation (wB97M-V/def2-TZVPD) on an isolated molecule of C4H6N2O2.

Positions of all 14 atoms, in Å:
H 3.201 -1.180 -0.244
N 2.638 -0.391 -0.519
C 1.470 -0.173 -0.219
C 0.628 -1.024 0.605
C -0.776 -0.056 0.733
C -1.858 0.078 -0.220
O -2.629 -0.746 -0.703
O -0.221 1.342 0.622
N 0.695 0.984 -0.384
H 0.675 -1.450 1.664
H 0.428 -1.868 0.060
H -1.059 -0.460 1.801
H -1.906 1.228 -0.680
H 1.351 1.863 -1.022

Calculated values
Multiplicity   1
Charge   0
E_LUMO   0.38 eV
HOMO   -9.09 eV
Kohn-Sham gap   9.46 eV
SMILES string   [H]/N=C1\C[C@H](C=O)ON1


Version iii
ORCA calculation (wB97M-V/def2-TZVPD) on an isolated molecule of C4H6N2O2.

Positions of all 14 atoms, in Å:
N -1.084 -0.808 1.831
C -0.238 -0.121 0.976
C 1.089 0.392 1.109
C 1.523 0.553 -0.201
N 0.498 0.235 -1.077
O 0.516 0.708 -2.395
C -0.635 -0.056 -0.412
O -1.845 -0.287 -0.956
H -2.059 -0.914 1.655
H -0.660 -1.140 2.652
H 1.663 0.421 1.990
H 2.530 0.661 -0.598
H 0.657 -0.054 -2.970
H -1.955 0.411 -1.605

Calculated values
Multiplicity   1
Charge   0
E_LUMO   0.55 eV
HOMO   -6.64 eV
Kohn-Sham gap   7.19 eV
SMILES string   Nc1ccn(O)c1O


Least stable of them? version ii.


Version i
ORCA calculation (wB97M-V/def2-TZVPD) on an isolated molecule of C4H6N2O2.

Positions of all 14 atoms, in Å:
O 1.943 -0.642 -2.073
C 1.099 -1.351 -1.607
C 0.217 -0.816 -0.551
N -0.775 -1.541 -0.416
O -1.783 -0.891 0.307
N 0.557 0.503 -0.094
C 0.606 0.941 1.270
C -0.365 1.631 0.376
H 1.172 -2.461 -2.015
H -2.780 -1.358 0.120
H 0.165 0.314 2.189
H 1.529 1.526 1.602
H -0.043 2.533 -0.096
H -1.543 1.611 0.988

Calculated values
Multiplicity   1
Charge   0
E_LUMO   0.38 eV
HOMO   -9.70 eV
Kohn-Sham gap   10.08 eV
SMILES string   O=C/C(=N/O)N1CC1


Version ii
ORCA calculation (wB97M-V/def2-TZVPD) on a structure of composition C4H6N2O2.

Positions of all 14 atoms, in Å:
C -0.109 -0.318 -0.278
C 2.367 -0.673 -0.440
C -0.955 1.126 -0.144
C -0.167 2.180 0.160
H -1.824 -0.834 1.065
H -2.164 -2.473 0.368
H 2.907 -1.479 -1.391
H -2.106 0.936 -0.382
H 1.157 1.818 0.831
H -0.688 3.217 0.118
N -1.785 -1.549 0.266
N -0.619 -1.508 -0.217
O 1.114 0.097 -0.778
O 2.872 -0.540 0.822

Calculated values
Multiplicity   1
Charge   0
E_LUMO   -0.05 eV
HOMO   -8.22 eV
Kohn-Sham gap   8.18 eV


Version iii
ORCA calculation (wB97M-V/def2-TZVPD) on an isolated molecule of C4H6N2O2.

Positions of all 14 atoms, in Å:
O 0.472 0.166 -2.113
C -0.109 -0.835 -1.331
C -0.326 -0.526 0.139
O -0.995 -1.676 0.681
C -0.876 0.915 0.293
N -0.074 1.712 0.888
N 1.151 1.013 1.204
C 0.989 -0.194 0.811
H 0.894 0.863 -1.534
H -1.000 -1.213 -1.832
H 0.492 -1.759 -1.191
H -1.809 -1.414 1.091
H -1.794 1.265 -0.170
H 1.800 -0.894 0.981

Calculated values
Multiplicity   1
Charge   0
E_LUMO   -0.39 eV
HOMO   -10.48 eV
Kohn-Sham gap   10.10 eV
SMILES string   OCC1(O)C=NN=C1


Version iv
ORCA calculation (wB97M-V/def2-TZVPD) on an isolated molecule of C4H6N2O2.

Positions of all 14 atoms, in Å:
C 0.054 -0.405 -2.160
C 0.060 0.633 -1.119
C -0.087 0.144 0.230
N -0.875 0.777 1.087
C -0.475 0.331 2.473
O -0.944 0.900 3.427
N 0.532 -0.572 2.157
O 0.796 -0.739 0.894
H -0.548 -1.310 -1.793
H 1.032 -1.071 -2.388
H -0.267 0.055 -3.175
H 0.869 1.574 -1.154
H -0.963 1.269 -1.117
H 0.815 -1.586 2.637

Calculated values
Multiplicity   1
Charge   0
E_LUMO   0.41 eV
HOMO   -9.68 eV
Kohn-Sham gap   10.09 eV
SMILES string   CCc1nc(=O)[nH]o1


Least stable of them? version ii.


Version i
ORCA calculation (wB97M-V/def2-TZVPD) on an isolated molecule of C4H6N2O2.

Positions of all 14 atoms, in Å:
O -2.012 -0.316 -1.176
C -1.332 -0.575 0.273
O -1.909 0.366 1.033
N 0.083 -0.291 0.120
C 0.664 0.899 -0.304
C 2.018 0.638 -0.310
N 2.258 -0.637 0.156
C 1.086 -1.146 0.374
H -2.069 0.645 -1.138
H -1.420 -1.548 0.616
H -1.244 1.122 1.067
H 0.038 1.686 -0.828
H 2.806 1.346 -0.559
H 1.034 -2.190 0.676

Calculated values
Multiplicity   1
Charge   0
E_LUMO   0.56 eV
HOMO   -9.49 eV
Kohn-Sham gap   10.05 eV
SMILES string   OC(O)n1ccnc1


Version ii
ORCA calculation (wB97M-V/def2-TZVPD) on an isolated molecule of C4H6N2O2.

Positions of all 14 atoms, in Å:
C -2.370 -1.531 -0.058
C -0.341 1.037 0.609
C -1.183 0.500 -0.446
C 0.802 0.128 0.926
N -1.748 -0.610 -0.471
N 1.738 -0.124 0.097
O 2.610 -0.987 0.190
O 1.712 0.484 -1.263
H -1.894 -2.499 -0.184
H 0.137 2.104 0.547
H -1.056 1.044 1.496
H -1.172 1.067 -1.422
H 1.847 -0.203 -1.920
H 0.915 -0.408 1.897

Calculated values
Multiplicity   1
Charge   0
E_LUMO   0.46 eV
HOMO   -8.22 eV
Kohn-Sham gap   8.69 eV


Version iii
ORCA calculation (wB97M-V/def2-TZVPD) on an isolated molecule of C4H6N2O2.

Positions of all 14 atoms, in Å:
H 0.702 -0.790 -2.011
N -0.173 -1.302 -1.662
C -0.550 -0.736 -0.643
O -1.815 -1.174 -0.196
C -1.867 -0.477 1.020
O -1.197 0.637 0.818
N -0.009 0.013 0.477
C 0.930 0.974 0.153
C 2.198 0.778 -0.414
H -1.389 -1.123 1.843
H -2.904 -0.020 1.109
H 0.649 1.998 0.509
H 2.989 1.526 -0.468
H 2.437 -0.305 -0.534

Calculated values
Multiplicity   1
Charge   0
E_LUMO   0.91 eV
HOMO   -9.49 eV
Kohn-Sham gap   10.40 eV
SMILES string   [H]/N=C1/OCON1C=C


Least stable of them? version ii.


Version i
ORCA calculation (wB97M-V/def2-TZVPD) on an isolated molecule of C4H6N2O2.

Positions of all 14 atoms, in Å:
C 1.652 -0.937 0.421
N 0.461 -1.434 0.366
O -0.417 -1.085 -0.641
C -1.556 -0.522 -0.057
C -1.080 0.973 0.065
O 0.192 1.055 0.762
N 1.166 1.275 -0.365
C 1.893 0.251 -0.442
H 2.291 -1.321 1.193
H -1.894 -0.893 0.958
H -2.519 -0.512 -0.704
H -1.784 1.605 0.680
H -1.078 1.299 -1.034
H 2.672 0.246 -1.202

Calculated values
Multiplicity   1
Charge   0
E_LUMO   0.60 eV
HOMO   -9.05 eV
Kohn-Sham gap   9.65 eV
SMILES string   C1=N\OCCO\N=C/1


Version ii
ORCA calculation (wB97M-V/def2-TZVPD) on an isolated molecule of C4H6N2O2.

Positions of all 14 atoms, in Å:
O 2.643 -0.086 -0.492
C 1.568 0.045 0.385
C 0.274 0.607 -0.140
N -0.966 1.418 -0.128
N -1.961 0.510 -0.147
C -1.840 -0.739 -0.311
O -0.693 -1.506 -0.187
C 0.182 -0.674 0.556
H 2.317 -0.209 -1.399
H 1.927 0.158 1.381
H 0.432 0.350 -1.230
H -1.092 2.138 0.518
H -2.699 -1.362 -0.399
H -0.090 -0.647 1.593

Calculated values
Multiplicity   1
Charge   0
E_LUMO   0.81 eV
HOMO   -8.59 eV
Kohn-Sham gap   9.40 eV
SMILES string   O[C@H]1[C@@H]2NN=CO[C@@H]12


Least stable of them? version i.


Version i
ORCA calculation (wB97M-V/def2-TZVPD) on an isolated molecule of C4H6N2O2.

Positions of all 14 atoms, in Å:
O 1.387 2.094 0.180
C 0.762 1.212 0.731
O 0.974 0.702 2.022
C -0.418 0.407 0.166
C -0.344 -1.113 0.197
C -0.665 -1.383 -1.242
N -0.675 -0.380 -2.003
N -0.450 0.699 -1.241
H 1.827 1.032 2.338
H -1.346 0.652 0.695
H -0.870 -1.629 1.169
H 0.761 -1.458 0.284
H -0.763 -2.418 -1.643
H -0.181 1.583 -1.653

Calculated values
Multiplicity   1
Charge   0
E_LUMO   0.60 eV
HOMO   -8.21 eV
Kohn-Sham gap   8.81 eV
SMILES string   O=C(O)[C@@H]1CC=NN1


Version ii
ORCA calculation (wB97M-V/def2-TZVPD) on an isolated molecule of C4H6N2O2.

Positions of all 14 atoms, in Å:
C 0.426 1.727 -0.337
C 0.699 0.336 -0.283
N -0.246 -0.765 -0.503
C -1.451 -0.789 -0.238
N -2.181 0.201 0.337
C 2.147 -0.177 0.071
O 3.067 0.600 0.163
O 2.206 -1.670 0.035
H -0.563 1.915 -0.640
H 1.142 2.505 -0.121
H -1.963 -1.799 -0.531
H -1.560 0.403 1.427
H -3.037 -0.425 0.689
H 1.315 -2.062 -0.069

Calculated values
Multiplicity   1
Charge   0
E_LUMO   -0.07 eV
HOMO   -9.38 eV
Kohn-Sham gap   9.31 eV
SMILES string   C=C(/N=C\N)C(=O)O


Version iii
ORCA calculation (wB97M-V/def2-TZVPD) on an isolated molecule of C4H6N2O2.

Positions of all 14 atoms, in Å:
H 2.086 0.989 1.013
N 2.670 0.198 0.463
C 1.731 -0.385 -0.234
N 0.431 -0.110 -0.719
C -0.242 1.204 -0.395
C -1.505 1.077 -0.176
O -1.890 -0.164 0.364
C -0.995 -1.189 0.433
O -0.354 -1.283 -0.938
H 2.054 -1.205 -0.756
H 0.297 2.110 -0.753
H -2.524 1.858 -0.277
H -0.239 -0.883 1.136
H -1.521 -2.217 0.839

Calculated values
Multiplicity   1
Charge   0
E_LUMO   0.82 eV
HOMO   -8.97 eV
Kohn-Sham gap   9.79 eV
SMILES string   [H]/N=C\N1C=COCO1


Version iv
ORCA calculation (wB97M-V/def2-TZVPD) on an isolated molecule of C4H6N2O2.

Positions of all 14 atoms, in Å:
N -0.050 0.391 1.801
C -1.028 -0.160 0.886
C -0.786 0.583 -0.468
O 0.470 1.255 -0.632
C 1.415 0.507 -1.084
N 1.518 -0.779 -0.957
O 0.577 -1.626 -0.458
C -0.675 -0.990 -0.254
H 0.700 1.024 1.140
H 0.528 -0.562 2.126
H -2.011 -0.320 1.094
H -1.636 1.076 -1.041
H 2.421 1.128 -1.340
H -1.444 -1.528 -0.814

Calculated values
Multiplicity   1
Charge   0
E_LUMO   0.78 eV
HOMO   -9.37 eV
Kohn-Sham gap   10.15 eV
SMILES string   N[C@H]1[C@H]2OC=NO[C@@H]12


Least stable of them? version iii.